(1)
71
Properties=species:S:1:pos:R:3 method="wB97M-V/def2-TZVPD" e_tot_ev=-126495.4176 fmax_ev_per_a=5.00 de_lowest_ev=4.212 homo_lumo_gap_ha=0.1934 e_homo_ev=-0.910 e_lumo_ha=0.160 charge=-2 molar_mass_g_mol=796.91
Ir 0.162 -0.045 0.317
C -2.194 4.126 1.415
Si -0.660 2.935 1.490
C -1.118 1.749 2.893
C 0.871 4.015 1.870
N -0.393 2.098 -0.003
C -0.200 2.635 -1.218
C -0.435 3.982 -1.542
C -0.157 4.491 -2.792
C 0.413 3.670 -3.760
C 0.631 2.339 -3.490
C 0.273 1.761 -2.260
N 0.356 0.447 -1.995
Si 0.721 -0.745 -3.181
C 2.569 -0.842 -3.745
C 0.180 -2.466 -2.604
C -0.221 -0.486 -4.846
H -2.570 4.321 2.416
H -3.006 3.687 0.841
H -1.959 5.087 0.966
H -1.414 2.291 3.788
H -0.272 1.134 3.171
H -1.932 1.084 2.617
H 0.710 4.718 2.681
H 1.172 4.573 0.988
H 1.688 3.356 2.141
H -0.834 4.632 -0.782
H -0.366 5.532 -3.010
H 0.685 4.077 -4.726
H 1.092 1.708 -4.232
H 3.162 -1.439 -3.060
H 3.033 0.138 -3.793
H 2.652 -1.296 -4.731
H 0.376 -2.572 -1.546
H 0.710 -3.246 -3.143
H -0.884 -2.610 -2.754
H 0.405 -0.048 -5.618
H -1.080 0.162 -4.709
H -0.584 -1.437 -5.222
N -2.737 0.333 0.068
C -1.857 -0.566 -0.080
H -2.467 1.308 0.024
C 2.285 -3.433 0.545
C 2.862 -2.116 0.183
N 2.213 -1.099 -0.332
C 3.131 -0.110 -0.536
C 4.358 -0.541 -0.151
N 4.184 -1.834 0.275
H 1.516 -3.706 -0.176
H 1.818 -3.352 1.528
H 3.058 -4.202 0.580
H 2.839 0.832 -0.951
H 5.311 -0.050 -0.136
H 4.850 -2.374 0.800
O 2.995 -1.504 2.833
Se 1.699 -0.550 2.796
O 1.944 0.779 1.902
O 0.439 -1.351 2.042
O 1.286 -0.188 4.299
N -3.616 -6.900 -1.789
C -3.297 -5.826 -1.471
C -2.930 -4.547 -1.100
C -1.902 -4.312 -0.148
C -1.535 -3.046 0.196
C -2.190 -1.914 -0.355
C -3.230 -2.159 -1.298
C -3.582 -3.422 -1.663
H -1.416 -5.170 0.303
H -0.766 -2.882 0.936
H -3.744 -1.305 -1.714
H -4.371 -3.586 -2.386

---

(2)
84
Properties=species:S:1:pos:R:3 method="wB97M-V/def2-TZVPD" e_tot_ev=-54070.9193 fmax_ev_per_a=6.62 de_lowest_ev=2.392 homo_lumo_gap_ha="0.3309 / 0.2896" e_homo_ev="-12.456 / -12.415" e_lumo_ha="-0.127 / -0.167" multiplicity=3 charge=+1 molar_mass_g_mol=586.94
Pd -0.314 -4.666 0.476
C 0.439 -1.277 -2.718
C 1.014 -1.025 -1.295
C 1.556 0.446 -1.349
C 1.434 1.435 -0.051
C -0.033 1.249 0.456
C -0.564 -0.198 0.646
N -0.224 -1.170 -0.468
O -0.870 -2.545 -0.292
C -2.114 -0.058 0.936
C 0.125 -0.611 2.002
C 2.199 -1.860 -0.713
H 1.256 -0.991 -3.381
H -0.457 -0.719 -2.988
H 0.173 -2.301 -2.982
H 1.176 1.086 -2.145
H 2.612 0.372 -1.612
H 1.643 2.496 -0.191
H 2.107 1.103 0.740
H -0.654 1.545 -0.390
H -0.270 1.832 1.346
H -2.429 0.629 1.721
H -2.420 -1.023 1.340
H -2.760 -0.066 0.057
H -0.365 0.023 2.741
H 1.195 -0.406 2.053
H -0.025 -1.662 2.248
H 2.736 -1.306 0.058
H 2.903 -1.965 -1.538
H 1.806 -2.750 -0.223
O -0.405 -2.810 4.522
H -0.535 -3.309 5.329
H -0.585 -1.903 4.770
O 2.099 5.331 1.167
H 2.006 4.704 0.450
H 1.734 6.146 0.823
O -1.991 4.083 -1.917
H -2.196 4.597 -2.698
H -1.489 3.337 -2.246
O 2.640 2.340 -4.397
H 2.242 1.483 -4.552
H 2.800 2.692 -5.272
O -5.523 -1.625 2.676
H -5.323 -1.239 1.823
H -4.781 -2.203 2.857
O 1.457 -5.176 -0.820
H 1.916 -6.016 -0.795
H 1.810 -4.733 -1.591
O 2.193 -0.884 4.994
H 1.815 -1.689 4.640
H 3.068 -1.140 5.288
O -5.282 -0.638 0.125
H -4.901 0.165 0.482
H -5.458 -0.433 -0.793
O 3.146 2.744 3.362
H 2.408 2.907 2.773
H 3.918 2.983 2.849
O 0.671 -4.318 2.374
H 1.572 -4.594 2.544
H 0.423 -3.815 3.149
O -3.128 -1.624 -2.398
H -2.981 -1.216 -1.545
H -2.266 -1.946 -2.662
O 0.474 0.731 -5.359
H 1.074 0.988 -6.059
H 0.614 -0.211 -5.256
O -2.426 4.012 0.884
H -2.269 3.772 -0.029
H -3.161 4.624 0.848
O 5.568 -0.952 0.521
H 5.401 -0.508 -0.311
H 5.674 -0.243 1.155
O -3.383 2.786 3.616
H -3.127 3.151 2.769
H -2.563 2.480 4.004
O -4.424 -3.854 0.257
H -4.357 -4.210 -0.629
H -4.227 -2.923 0.158
O 3.888 2.850 -1.804
H 3.264 2.939 -2.525
H 4.183 1.941 -1.853
O -1.006 1.863 -3.381
H -0.479 1.535 -2.653
H -0.662 1.410 -4.151